## w
{
  "formula": "C6H15N",
  "method": "ωB97M-V/def2-TZVPD",
  "smiles": "CCCC(C)(C)N",
  "homo_lumo_gap_ev": 9.12,
  "species": ["C", "C", "C", "C", "C", "C", "N", "H", "H", "H", "H", "H", "H", "H", "H", "H", "H", "H", "H", "H", "H", "H"],
  "xyz": [[1.546, -1.367, -1.569], [1.772, -0.111, -0.758], [0.301, 0.867, -0.434], [-0.482, 0.178, 0.601], [-1.308, -1.014, 0.150], [-1.653, 1.629, 0.779], [0.144, -0.039, 1.841], [1.104, -2.166, -0.964], [0.908, -1.170, -2.436], [2.489, -1.767, -1.964], [2.331, -0.334, 0.154], [2.407, 0.584, -1.317], [0.723, 1.826, -0.137], [-0.194, 0.904, -1.400], [-2.123, -1.208, 0.855], [-0.718, -1.932, 0.118], [-1.739, -0.839, -0.838], [-1.176, 2.387, 1.407], [-2.516, 1.219, 1.310], [-2.036, 2.068, -0.146], [0.660, 0.754, 2.201], [-0.441, -0.466, 2.549]]
}



## x
{
  "formula": "C6H15N",
  "method": "ωB97M-V/def2-TZVPD",
  "smiles": "CCC[C@H](C)NC",
  "homo_lumo_gap_ev": 9.74,
  "species": ["C", "C", "C", "C", "C", "N", "C", "H", "H", "H", "H", "H", "H", "H", "H", "H", "H", "H", "H", "H", "H", "H"],
  "xyz": [[0.014, -3.122, -0.508], [-0.581, -1.911, 0.144], [-0.049, -0.613, -0.665], [0.056, 0.698, 0.243], [-1.337, 1.071, 0.680], [0.900, 1.715, -0.617], [1.563, 2.602, 0.420], [-0.495, -3.942, -0.181], [1.037, -3.045, -0.713], [-0.423, -3.458, -1.555], [-0.261, -1.760, 1.198], [-1.638, -1.726, 0.243], [-0.511, -0.509, -1.605], [1.043, -0.715, -0.827], [0.718, 0.220, 0.965], [-2.029, 0.776, -0.064], [-1.555, 2.161, 0.877], [-1.747, 0.496, 1.470], [0.408, 2.233, -1.311], [1.135, 2.496, 1.392], [1.179, 3.574, -0.049], [2.574, 2.761, 0.463]]
}



Most stable one: w, least stable one: x.



## w
{
  "formula": "C6H15N",
  "method": "ωB97M-V/def2-TZVPD",
  "smiles": "CCCCCCN",
  "homo_lumo_gap_ev": 10.48,
  "species": ["C", "C", "C", "C", "C", "C", "N", "H", "H", "H", "H", "H", "H", "H", "H", "H", "H", "H", "H", "H", "H", "H"],
  "xyz": [[1.088, -0.906, -2.188], [1.556, -0.043, -0.965], [1.164, -0.457, 0.438], [-0.226, -1.060, 0.703], [-1.386, -0.184, 0.178], [-1.315, 1.291, 0.626], [-1.652, 1.489, 2.049], [0.021, -1.103, -2.176], [1.351, -0.366, -3.091], [1.621, -1.850, -2.065], [2.646, -0.094, -0.992], [1.288, 0.984, -1.211], [1.845, -1.256, 0.767], [1.334, 0.351, 1.153], [-0.334, -1.256, 1.761], [-0.263, -1.975, 0.111], [-1.511, -0.236, -0.901], [-2.321, -0.514, 0.651], [-2.014, 1.880, 0.028], [-0.330, 1.666, 0.342], [-1.638, 2.500, 2.127], [-0.925, 1.140, 2.655]]
}



## x
{
  "formula": "C6H15N",
  "method": "ωB97M-V/def2-TZVPD",
  "smiles": "CCCCCCN",
  "homo_lumo_gap_ev": 10.36,
  "species": ["C", "C", "C", "C", "C", "C", "N", "H", "H", "H", "H", "H", "H", "H", "H", "H", "H", "H", "H", "H", "H", "H"],
  "xyz": [[0.145, -2.400, -0.973], [0.504, -0.939, -1.329], [1.210, -0.244, -0.154], [0.488, -0.240, 1.174], [-0.832, 0.535, 1.204], [-0.698, 2.024, 0.852], [-0.877, 2.403, -0.548], [0.151, -3.038, -1.863], [0.836, -2.901, -0.295], [-0.868, -2.362, -0.575], [1.183, -0.891, -2.180], [-0.418, -0.445, -1.611], [2.163, -0.769, -0.041], [1.477, 0.771, -0.458], [1.166, 0.257, 1.879], [0.347, -1.238, 1.594], [-1.565, 0.084, 0.530], [-1.231, 0.430, 2.216], [0.295, 2.386, 1.125], [-1.433, 2.572, 1.445], [-1.802, 2.150, -0.881], [-0.239, 1.854, -1.113]]
}



## y
{
  "formula": "C6H15N",
  "method": "ωB97M-V/def2-TZVPD",
  "homo_lumo_gap_ev": 6.96,
  "species": ["C", "C", "C", "C", "C", "C", "N", "H", "H", "H", "H", "H", "H", "H", "H", "H", "H", "H", "H", "H", "H", "H"],
  "xyz": [[1.190, 1.361, 0.035], [0.264, 0.910, 0.969], [0.077, -0.471, 1.277], [1.040, -1.558, 0.830], [-1.100, -0.868, 1.788], [-2.262, -0.340, -1.202], [0.984, 0.880, -2.505], [1.325, 2.438, 0.098], [1.073, 1.028, -1.194], [2.122, 0.897, 0.386], [-0.329, 1.611, 1.554], [-2.007, -1.366, -1.449], [0.418, -2.207, 0.209], [1.434, -2.213, 1.602], [1.835, -1.143, 0.217], [-1.770, -0.123, 2.191], [-1.198, -1.942, 1.870], [-3.304, -0.231, -0.915], [-1.751, -0.098, -0.271], [-1.907, 0.341, -1.964], [1.822, 0.940, -3.075], [0.213, 1.326, -2.992]]
}



## z
{
  "formula": "C6H15N",
  "method": "ωB97M-V/def2-TZVPD",
  "smiles": "CCCC[C@@H](C)N",
  "homo_lumo_gap_ev": 10.17,
  "species": ["C", "C", "C", "C", "C", "C", "N", "H", "H", "H", "H", "H", "H", "H", "H", "H", "H", "H", "H", "H", "H", "H"],
  "xyz": [[2.260, 0.107, -1.163], [0.936, -0.345, -1.757], [0.142, -1.275, -0.824], [-0.015, -0.787, 0.621], [-0.661, 0.583, 0.764], [-2.132, 0.554, 0.308], [-0.496, 1.081, 2.108], [2.095, 0.738, -0.292], [2.795, 0.725, -1.889], [2.885, -0.736, -0.883], [1.147, -0.896, -2.676], [0.340, 0.542, -1.992], [0.637, -2.248, -0.809], [-0.864, -1.406, -1.223], [0.964, -0.763, 1.110], [-0.584, -1.535, 1.176], [-0.169, 1.275, 0.080], [-2.267, 0.265, -0.735], [-2.722, -0.128, 0.931], [-2.596, 1.536, 0.418], [-0.947, 0.547, 2.841], [-0.712, 2.059, 2.215]]
}



Most stable one: z, least stable one: y.



## w
{
  "formula": "C6H15N",
  "method": "ωB97M-V/def2-TZVPD",
  "smiles": "CCCNC(C)C",
  "homo_lumo_gap_ev": 9.75,
  "species": ["C", "C", "C", "N", "C", "C", "C", "H", "H", "H", "H", "H", "H", "H", "H", "H", "H", "H", "H", "H", "H", "H"],
  "xyz": [[2.563, 2.169, 0.230], [1.911, 0.798, 0.412], [0.397, 0.872, 0.223], [-0.283, -0.337, 0.677], [-0.949, -1.162, -0.338], [-1.529, -2.389, 0.380], [-2.031, -0.445, -1.134], [3.650, 2.164, 0.381], [2.404, 2.584, -0.769], [2.182, 2.878, 0.963], [2.292, 0.123, -0.348], [2.146, 0.397, 1.394], [0.193, 1.046, -0.835], [0.001, 1.740, 0.757], [-0.928, -0.125, 1.426], [-0.157, -1.527, -1.004], [-0.779, -2.762, 1.075], [-2.438, -2.120, 0.905], [-1.752, -3.178, -0.333], [-2.380, -1.065, -1.959], [-2.864, -0.122, -0.499], [-1.649, 0.460, -1.605]]
}



## x
{
  "formula": "C6H15N",
  "method": "ωB97M-V/def2-TZVPD",
  "smiles": "CCCNCCC",
  "homo_lumo_gap_ev": 9.78,
  "species": ["C", "C", "C", "N", "C", "C", "C", "H", "H", "H", "H", "H", "H", "H", "H", "H", "H", "H", "H", "H", "H", "H"],
  "xyz": [[1.957, -1.497, -1.576], [0.758, -2.120, -0.876], [-0.234, -1.066, -0.356], [0.457, -0.205, 0.634], [-0.429, 0.446, 1.559], [-1.574, 1.334, 0.976], [-1.003, 2.570, 0.336], [2.425, -0.746, -0.958], [2.595, -2.293, -1.914], [1.683, -0.947, -2.476], [0.330, -2.931, -1.455], [1.173, -2.576, 0.026], [-0.632, -0.502, -1.201], [-1.015, -1.589, 0.207], [0.983, 0.469, 0.074], [-0.936, -0.324, 2.141], [0.123, 1.119, 2.213], [-2.162, 1.567, 1.863], [-2.077, 0.611, 0.341], [-0.299, 2.345, -0.478], [-0.352, 3.127, 1.018], [-1.772, 3.209, -0.101]]
}



## y
{
  "formula": "C6H15N",
  "method": "ωB97M-V/def2-TZVPD",
  "homo_lumo_gap_ev": 8.49,
  "species": ["C", "N", "C", "C", "C", "C", "C", "H", "H", "H", "H", "H", "H", "H", "H", "H", "H", "H", "H", "H", "H", "H"],
  "xyz": [[-1.192, -0.060, 1.468], [0.211, 0.294, 1.162], [0.811, -0.565, 0.404], [2.282, -0.160, 0.136], [2.409, 1.024, -0.831], [-1.983, -0.632, 0.296], [-2.369, 0.528, -0.678], [-1.738, 0.851, 1.734], [-1.213, -0.663, 2.387], [0.537, -1.283, -1.624], [0.810, -1.548, 0.901], [0.408, -0.889, -0.853], [2.534, 0.112, 1.160], [2.730, -1.105, -0.172], [2.607, 1.967, -0.329], [1.515, 1.047, -1.451], [3.319, 0.865, -1.414], [-1.399, -1.337, -0.286], [-2.932, -1.041, 0.644], [-2.328, 0.426, -1.762], [-3.384, 0.892, -0.509], [-1.633, 1.280, -0.385]]
}



Most stable one: w, least stable one: y.